A structure of composition C25H27BN2O4ReS6Sb. Source: the OMol25 dataset; level of theory: ωB97M-V/def2-TZVPD.

Structure (XYZ):
```
67
Properties=species:S:1:pos:R:3:nbo_charge:R:1
Re -0.94286 -1.75972 0.41862 0.89
C -2.37400 2.21771 -3.92554 -0.62
C -1.77311 0.95782 -4.52466 -0.22
N -2.04824 -0.24878 -3.71602 -0.31
C -3.15259 -1.11730 -4.15963 -0.22
C -4.47387 -0.76698 -3.49524 -0.62
C -1.34471 -0.47187 -2.63254 0.38
S -1.74542 -1.93472 -1.72237 0.10
N -0.35635 0.39002 -2.35834 -0.58
C 0.27310 0.50048 -1.23349 0.67
O -0.05329 -0.09109 -0.11021 -0.76
C 1.43093 1.39849 -1.12934 -0.10
C 1.60024 2.42407 -2.05860 -0.15
C 2.67673 3.28618 -1.94233 -0.20
C 3.59264 3.11718 -0.91312 -0.15
C 3.43680 2.08526 0.00508 -0.21
C 2.35367 1.23140 -0.09498 -0.21
H -2.08349 3.07352 -4.53201 0.24
H -2.01071 2.37931 -2.91186 0.21
H -3.46084 2.17722 -3.90600 0.22
H -0.69119 1.04823 -4.61523 0.24
H -2.18510 0.75936 -5.51149 0.22
H -2.87842 -2.15525 -3.97439 0.22
H -3.21572 -0.99428 -5.23896 0.23
H -4.42390 -0.90803 -2.41670 0.21
H -5.25391 -1.41769 -3.88573 0.24
H -4.76220 0.26168 -3.70050 0.22
H 0.88163 2.54342 -2.85590 0.23
H 2.80626 4.08658 -2.65568 0.24
H 4.43522 3.78934 -0.82880 0.24
H 4.16453 1.94721 0.79268 0.23
H 2.23625 0.41735 0.60696 0.22
S -3.91739 -3.67923 0.24939 -0.32
Sb -2.66862 -5.99572 0.89732 1.06
S -0.44333 -3.96827 0.52498 -0.13
S -2.98757 -2.18677 1.16863 0.25
S -2.94457 -5.95006 3.04030 -0.49
O 1.84393 -4.22903 2.24735 -0.61
B 1.26267 -3.65437 1.16384 0.90
O 1.99134 -2.63007 0.59998 -0.67
C 3.13305 -2.56886 1.40029 0.26
C 4.22263 -1.73870 1.27338 -0.26
C 5.23038 -1.91458 2.21932 -0.19
C 5.13403 -2.87701 3.22146 -0.19
C 4.03081 -3.72032 3.32688 -0.21
C 3.04320 -3.53455 2.38811 0.20
H 4.30162 -1.01721 0.47352 0.24
H 6.11654 -1.29899 2.16387 0.24
H 5.94217 -2.98226 3.92987 0.24
H 3.95683 -4.47963 4.08936 0.25
C -0.04121 0.06188 4.53932 -0.79
S 0.28292 0.18389 2.79042 1.26
O -0.46323 -1.10292 2.28951 -0.94
C -0.73027 1.55349 2.32946 -0.21
C -0.06437 2.70451 1.93636 -0.22
C -0.81838 3.80443 1.55005 -0.18
C -2.20222 3.72551 1.53674 -0.16
C -2.85194 2.55938 1.92876 -0.19
C -2.11695 1.45990 2.33602 -0.23
H -1.11284 0.09239 4.71300 0.26
H 0.45428 0.91086 5.00557 0.27
H 0.39436 -0.86807 4.89380 0.27
H 1.01581 2.74514 1.92147 0.24
H -0.32099 4.71572 1.25208 0.24
H -2.78375 4.58141 1.22381 0.24
H -3.93116 2.51359 1.93043 0.24
H -2.61584 0.55840 2.67167 0.23
```

Charge: +2
HOMO level (spin up / spin down) (eV): -13.63 / -13.69
Kohn-Sham gap (spin up / spin down) (eV): 5.7 / 6.0
Lowest unoccupied orbital energy (spin up / spin down) (eV): -7.89 / -7.72

=====

A structure of composition C25H27Cl2CoN7O3S. Source: the OMol25 dataset; level of theory: ωB97M-V/def2-TZVPD.

Structure (XYZ):
```
66
Properties=species:S:1:pos:R:3:nbo_charge:R:1
Co -1.76701 0.76619 0.11265 1.22
Cl -2.52870 -3.81777 5.03860 0.01
C -2.86384 -2.77222 3.69552 -0.08
C -1.96152 -1.75725 3.40230 -0.26
C -2.18516 -0.90781 2.33568 0.21
N -1.30579 0.18154 2.07803 -0.77
C -0.03864 -0.11434 1.69642 0.63
O 0.94286 0.60987 1.89068 -0.67
C 0.08545 -1.29230 0.75074 0.12
C 0.94283 -2.36850 0.86558 -0.23
C 0.87451 -3.35056 -0.11090 -0.15
C -0.02063 -3.20722 -1.16056 -0.25
C -0.81603 -2.07442 -1.20997 0.08
N -0.76318 -1.13993 -0.26982 -0.48
C -3.33699 -1.07186 1.54068 0.11
C -4.24759 -2.07481 1.84778 -0.25
C -4.00496 -2.92018 2.92414 -0.06
Cl -5.16168 -4.16643 3.26585 0.01
N -3.40406 -0.18946 0.46624 -0.68
C -4.32085 -0.22092 -0.50622 0.61
O -5.32833 -0.90916 -0.64150 -0.64
C -3.94953 0.78739 -1.58509 0.15
C -4.86276 1.25073 -2.51416 -0.22
C -4.44800 2.20563 -3.42621 -0.15
C -3.13364 2.65288 -3.39554 -0.26
C -2.27360 2.13365 -2.44528 0.07
N -2.67693 1.21612 -1.56308 -0.47
H -1.08378 -1.62791 4.02080 0.23
H 1.62863 -2.43270 1.69803 0.23
H 1.50828 -4.22467 -0.05031 0.22
H -0.10260 -3.95747 -1.93226 0.23
H -1.51040 -1.90404 -2.02155 0.21
H -5.12673 -2.21117 1.23664 0.27
H -5.86603 0.85154 -2.49080 0.25
H -5.14296 2.60383 -4.15346 0.22
H -2.77334 3.39552 -4.09177 0.23
H -1.23716 2.43303 -2.37463 0.23
C 0.31268 4.40958 0.99285 -0.70
C -0.62465 3.27526 1.27237 0.73
N -0.94869 2.98141 2.52770 -0.78
O -1.11749 2.66109 0.30896 -0.73
H 0.73022 4.85011 1.89462 0.21
H -0.22199 5.17334 0.42929 0.24
H 1.11262 4.02985 0.35990 0.25
H -0.40153 3.38244 3.27216 0.40
H -1.35130 2.04371 2.67805 0.45
C 5.99317 -0.76667 -2.47105 -0.61
C 4.57218 -1.10809 -2.05841 -0.22
N 3.63398 -0.03334 -2.35930 -0.62
C 2.63216 0.39050 -1.53948 0.33
S 1.15544 0.84591 -2.19426 -0.34
N 2.85827 0.41837 -0.20998 -0.64
C 4.11559 0.73681 0.44732 -0.21
C 4.35491 -0.16243 1.64738 -0.62
H 6.66339 -1.59759 -2.25716 0.21
H 6.35773 0.11413 -1.94434 0.21
H 6.04910 -0.56066 -3.53926 0.21
H 4.51235 -1.32821 -0.99618 0.21
H 4.24080 -2.01234 -2.58055 0.19
H 3.36713 0.04953 -3.33061 0.41
H 2.02232 0.55295 0.36555 0.45
H 4.08164 1.78316 0.77202 0.19
H 4.92467 0.66423 -0.27483 0.20
H 3.48588 -0.15110 2.30417 0.23
H 5.21875 0.17818 2.21666 0.21
H 4.53045 -1.19492 1.34315 0.20
```

Charge: 0
HOMO level (spin up / spin down) (eV): -7.35 / -7.32
<S²>: 0.979
Kohn-Sham gap (spin up / spin down) (eV): 7.5 / 7.6
Lowest unoccupied orbital energy (spin up / spin down) (eV): 0.15 / 0.24
Spin multiplicity: 2

=====

A structure of composition C25H27ClN3O3PdS. Source: the OMol25 dataset; level of theory: ωB97M-V/def2-TZVPD.

Structure (XYZ):
```
61
Properties=species:S:1:pos:R:3:nbo_charge:R:1
Pd 0.18997 -0.49449 1.21395 1.20
C 3.99939 4.12231 -4.56273 -0.64
C 3.30194 3.02534 -3.80812 0.03
C 3.40998 2.93841 -2.41918 -0.20
C 2.75239 1.94819 -1.71464 -0.19
C 1.97387 1.02994 -2.41027 -0.31
C 1.85434 1.08773 -3.79122 -0.18
C 2.52248 2.08780 -4.47947 -0.22
S 1.12133 -0.21336 -1.52489 2.31
O 0.51807 -1.11825 -2.46287 -0.94
O 2.03156 -0.76546 -0.51805 -0.99
N 0.03987 0.53135 -0.58458 -0.96
C -1.26088 0.86457 -0.95500 0.13
C -1.68632 1.23738 -2.20421 -0.22
C -3.02084 1.63814 -2.42173 -0.17
C -3.92994 1.67399 -1.40438 -0.20
C -3.53459 1.27839 -0.10555 -0.10
C -4.41240 1.26209 1.00090 -0.09
C -3.97334 0.84122 2.22419 -0.27
C -2.64420 0.40924 2.35168 0.07
N -1.79871 0.41517 1.34586 -0.51
C -2.20740 0.85945 0.11343 0.20
H 4.88074 4.47336 -4.02822 0.22
H 3.33046 4.97519 -4.69544 0.23
H 4.30557 3.78734 -5.55285 0.23
H 4.02511 3.65441 -1.88815 0.22
H 2.84744 1.87724 -0.63920 0.23
H 1.26084 0.34703 -4.31029 0.25
H 2.44364 2.13436 -5.55880 0.22
H -0.98744 1.23503 -3.02973 0.23
H -3.31969 1.92976 -3.41970 0.23
H -4.95018 1.99175 -1.57421 0.23
H -5.43752 1.58396 0.86310 0.23
H -4.62501 0.82096 3.08580 0.24
H -2.27094 0.04041 3.30025 0.20
C 1.95199 1.20701 3.12670 -0.64
C 2.25881 -0.24665 3.41893 -0.07
O 1.10568 -1.08460 3.18161 -0.60
C 0.36337 -1.46483 4.35196 -0.05
C -0.47450 -2.67660 4.03188 -0.63
H 2.82748 1.82334 3.33305 0.25
H 1.12688 1.56914 3.74090 0.22
H 1.70244 1.36211 2.07026 0.20
H 2.57268 -0.37731 4.45449 0.19
H 3.04790 -0.62395 2.76917 0.21
H -0.26486 -0.62567 4.67012 0.17
H 1.07568 -1.67444 5.15118 0.19
H -1.20503 -2.45523 3.25108 0.20
H -1.01757 -2.99145 4.92315 0.24
H 0.15499 -3.50091 3.69790 0.23
Cl -3.99957 -4.16946 -0.22167 0.06
C -2.30342 -3.88216 -0.13635 -0.07
C -1.39348 -4.80992 -0.61668 -0.15
C -0.04536 -4.51397 -0.52393 -0.22
C 0.34717 -3.31191 0.03595 0.06
N -0.54318 -2.43194 0.49983 -0.48
C -1.84561 -2.70280 0.41685 0.02
H -1.74042 -5.73551 -1.05535 0.25
H 0.70260 -5.20071 -0.89328 0.25
H 1.38782 -3.02714 0.09577 0.24
H -2.54209 -1.96441 0.79084 0.22
```

Charge: +1
HOMO level (spin up / spin down) (eV): -10.71 / -10.83
<S²>: 2.005
Kohn-Sham gap (spin up / spin down) (eV): 7.8 / 6.7
Lowest unoccupied orbital energy (spin up / spin down) (eV): -2.93 / -4.15
Spin multiplicity: 3